(1)
{
  "formula": "C6H11NO",
  "method": "wB97M-V/def2-TZVPD",
  "symbols": ["C", "N", "C", "C", "C", "C", "C", "O", "H", "H", "H", "H", "H", "H", "H", "H", "H", "H", "H"],
  "xyz": [[1.621, 1.861, 0.847], [1.632, 0.430, 0.533], [0.310, 0.181, -0.249], [-0.370, -1.093, 0.385], [-1.453, -0.745, 1.344], [-2.725, -1.102, 1.264], [0.703, 0.092, -1.739], [-0.116, 0.001, -2.597], [1.375, 2.452, -0.052], [0.944, 2.128, 1.605], [2.558, 2.262, 1.345], [2.469, 0.074, 0.171], [-0.437, 1.057, -0.326], [-0.607, -1.739, -0.497], [0.499, -1.661, 0.806], [-1.041, -0.457, 2.397], [-3.046, -1.310, 0.299], [-3.455, -1.122, 2.069], [1.731, 0.143, -1.880]],
  "mulliken_charge": [-0.884, -0.448, 0.213, -0.652, -0.261, -0.708, -0.146, -0.461, 0.321, 0.286, 0.315, 0.270, 0.333, 0.391, 0.322, 0.188, 0.294, 0.266, 0.360],
  "total_energy_ha": -365.10660,
  "largest_force_ev_per_a": 4.9,
  "relative_energy_ev": 3.398,
  "smiles": "C=CC[C@H](C=O)NC",
  "lumo_ev": 0.9
}

***

(2)
{
  "formula": "C32H30BCl3FeN8O7S",
  "method": "wB97M-V/def2-TZVPD",
  "symbols": ["Fe", "C", "C", "N", "N", "C", "B", "N", "C", "C", "C", "N", "N", "C", "C", "C", "N", "H", "H", "H", "H", "H", "H", "H", "H", "H", "H", "Cl", "C", "Cl", "Cl", "C", "O", "O", "C", "C", "C", "C", "C", "C", "N", "C", "C", "C", "C", "C", "C", "C", "O", "O", "C", "C", "H", "H", "H", "H", "H", "H", "H", "H", "H", "H", "H", "H", "H", "H", "N", "C", "C", "C", "C", "C", "C", "S", "O", "O", "O", "H", "H", "H", "H", "H", "H"],
  "xyz": [[-0.025, 0.409, -0.020], [4.287, 0.835, -0.815], [3.062, 1.437, -0.497], [2.127, 0.516, -0.327], [2.712, -0.687, -0.529], [4.013, -0.518, -0.818], [1.906, -1.992, -0.325], [1.353, -1.999, 1.129], [1.587, -2.855, 2.131], [0.910, -2.408, 3.251], [0.280, -1.236, 2.824], [0.552, -1.002, 1.545], [0.731, -2.033, -1.316], [0.129, -3.221, -1.867], [-0.861, -2.657, -2.819], [-0.847, -1.320, -2.640], [0.092, -0.934, -1.718], [5.230, 1.316, -1.010], [2.814, 2.480, -0.381], [4.646, -1.370, -0.999], [2.611, -2.954, -0.481], [2.203, -3.722, 1.969], [0.877, -2.859, 4.227], [-0.347, -0.559, 3.382], [0.890, -3.880, -2.290], [-1.500, -3.240, -3.458], [-1.454, -0.558, -3.103], [-0.045, 5.371, 1.111], [-0.683, 4.406, -0.224], [-0.064, 5.053, -1.753], [-2.454, 4.468, -0.213], [-0.295, 2.907, -0.086], [-0.491, 2.193, -1.097], [0.132, 2.492, 1.003], [3.570, -7.341, -0.835], [2.352, -7.025, -0.006], [2.497, -6.766, 1.354], [1.396, -6.455, 2.133], [0.133, -6.407, 1.569], [-0.027, -6.679, 0.214], [-1.302, -6.668, -0.393], [-2.406, -6.043, 0.217], [-3.487, -6.822, 0.622], [-4.618, -6.248, 1.177], [-4.679, -4.876, 1.367], [-3.609, -4.092, 0.978], [-2.471, -4.649, 0.388], [-1.500, -3.640, -0.145], [-0.506, -4.131, -0.902], [-1.626, -2.464, 0.083], [1.084, -6.973, -0.588], [0.878, -7.202, -2.060], [4.455, -7.407, -0.205], [3.753, -6.567, -1.585], [3.462, -8.287, -1.368], [3.484, -6.811, 1.800], [1.516, -6.260, 3.192], [-0.731, -6.174, 2.178], [-1.539, -7.530, -0.860], [-3.426, -7.897, 0.495], [-5.451, -6.876, 1.464], [-5.563, -4.411, 1.782], [-3.664, -3.016, 1.067], [0.069, -6.568, -2.425], [0.605, -8.240, -2.280], [1.777, -6.981, -2.633], [-2.009, 0.343, 0.936], [-3.353, 0.447, 0.403], [-3.684, -0.282, -0.732], [-5.000, -0.314, -1.166], [-5.985, 0.388, -0.484], [-5.635, 1.171, 0.603], [-4.320, 1.196, 1.053], [-7.709, 0.188, -0.960], [-7.681, 0.181, -2.414], [-8.386, 1.329, -0.364], [-8.060, -1.096, -0.365], [-1.907, 0.978, 1.725], [-1.915, -0.601, 1.310], [-2.918, -0.845, -1.248], [-5.282, -0.891, -2.037], [-6.408, 1.739, 1.104], [-4.052, 1.783, 1.926]],
  "lowdin_spin": [3.758, 0.002, 0.006, 0.031, 0.001, 0.003, 0.019, 0.008, 0.005, 0.003, 0.008, 0.034, 0.256, 0.060, 0.189, 0.007, 0.375, 0.000, 0.000, 0.000, 0.001, 0.000, 0.000, 0.000, 0.020, 0.011, -0.004, 0.002, 0.001, 0.001, 0.001, 0.007, 0.044, 0.033, 0.000, 0.000, 0.000, 0.000, 0.000, 0.001, 0.001, 0.000, 0.000, 0.000, 0.000, 0.000, 0.003, 0.005, 0.057, 0.005, 0.001, 0.001, 0.000, 0.000, 0.000, 0.000, 0.000, 0.000, 0.000, 0.000, 0.000, 0.000, 0.000, 0.000, 0.000, 0.000, 0.035, 0.003, 0.001, 0.000, 0.002, 0.000, 0.002, 0.000, 0.000, 0.000, 0.000, 0.002, 0.001, 0.000, 0.000, 0.000, 0.000],
  "s2": 8.78,
  "charge": -1,
  "total_energy_ha": -5269.72498,
  "largest_force_ev_per_a": 0.6,
  "relative_energy_ev": 1.243,
  "multiplicity": 6,
  "lumo_ev": [1.8, 0.9]
}